A cluster of 2 separate species, C4H11NO in total in a non-equilibrium geometry, computed with ωB97M-V/def2-TZVPD.

Summary:
E_LUMO (Ha): 0.0296
Spin multiplicity: 1
SMILES: C=CNCC.O
Strongest force on any atom (eV/A): 1.51
Relative energy (zero: lowest compared OMol25 entry of this formula, charge and spin) (eV): 2.072

Element x y z (Å)
C1 -2.361303 -0.779978 0.259843
C2 -1.436863 -0.428896 -0.633578
N1 -0.420892 0.524600 -0.353189
C3 0.462671 0.798944 -1.492076
C4 1.844144 1.292347 -0.971499
H1 -2.827460 -1.747842 0.142611
H2 -2.573071 -0.125526 1.092324
H3 -1.540778 -0.728440 -1.675671
H4 0.159083 0.012204 0.302654
H5 0.100922 1.626277 -2.092205
H6 0.641669 -0.088496 -2.102486
H7 1.788380 2.360776 -0.790989
H8 2.607616 1.056018 -1.695312
H9 2.044515 0.841505 0.004962
O1 0.469830 -1.196940 3.135284
H10 -0.131173 -1.560079 3.797994
H11 1.172710 -1.856473 3.071332

Cartesian forces, eV/Å:
0.353 -0.101 -0.237
-0.583 0.960 -0.255
0.044 -0.774 -0.605
1.204 0.625 0.659
-1.252 -0.173 0.335
-0.761 0.367 -0.159
0.374 -0.463 0.551
0.574 -0.710 0.092
-0.033 0.508 0.531
-0.560 -0.224 -0.330
-0.298 -0.069 -0.188
0.207 0.179 -0.074
0.393 0.039 -0.041
0.310 -0.178 -0.224
0.102 -0.263 0.100
0.041 0.124 -0.149
-0.115 0.152 -0.007